{"formula": "C51H65Ge2O3OsS4SeSi", "method": "ωB97M-V with the def2-TZVPD basis set", "species": ["Os", "C", "C", "C", "C", "C", "C", "C", "C", "C", "C", "C", "C", "C", "C", "C", "Ge", "S", "S", "Ge", "S", "S", "C", "C", "C", "C", "C", "C", "C", "C", "C", "C", "C", "C", "C", "C", "C", "C", "C", "C", "C", "C", "C", "C", "C", "C", "C", "C", "C", "C", "C", "C", "C", "C", "C", "H", "H", "H", "H", "H", "H", "H", "H", "H", "H", "H", "H", "H", "H", "H", "H", "H", "H", "H", "H", "H", "H", "H", "H", "H", "H", "H", "H", "H", "H", "H", "H", "H", "H", "H", "H", "H", "H", "H", "H", "H", "H", "H", "H", "H", "H", "H", "H", "H", "H", "O", "H", "H", "O", "H", "H", "O", "H", "H", "C", "Si", "C", "C", "Se", "H", "H", "H", "H", "H", "H", "H", "H", "H"], "xyz": [[15.30912, 13.52719, 16.29719], [14.16168, 20.52021, 12.88480], [14.50759, 19.24518, 12.23318], [13.47822, 18.59182, 11.48055], [13.67661, 17.30919, 10.98647], [12.52825, 16.53579, 10.32963], [14.99561, 16.72343, 11.06510], [16.05125, 17.43890, 11.65132], [17.38571, 16.78796, 11.65368], [15.75657, 18.69642, 12.28963], [15.26430, 15.40758, 10.35526], [16.03632, 15.44761, 9.12270], [16.48566, 14.28027, 8.59026], [16.23334, 13.05757, 9.22300], [15.41732, 12.95109, 10.31117], [14.92046, 14.16510, 10.90418], [14.02026, 13.90507, 12.66575], [15.80685, 13.52085, 14.11795], [12.69720, 12.24635, 13.28856], [11.86910, 13.83324, 14.79180], [13.21637, 13.27389, 16.65466], [12.86427, 15.56204, 13.83961], [9.93972, 14.09244, 15.35223], [9.61901, 14.28342, 16.67328], [8.35623, 14.84735, 17.00921], [7.42396, 15.03717, 15.97912], [7.74567, 14.59434, 14.66952], [8.95937, 14.11214, 14.33533], [9.30681, 13.86845, 12.90173], [9.46011, 14.92127, 12.06980], [9.75932, 16.29032, 12.65297], [9.44385, 14.65451, 10.68232], [9.33240, 13.40883, 10.14233], [9.27108, 13.05998, 8.64239], [9.22166, 12.34021, 11.03756], [9.13424, 12.52085, 12.40756], [8.64894, 11.39596, 13.28955], [10.55003, 14.03514, 17.78784], [11.18076, 15.13952, 18.40830], [11.01524, 16.56530, 17.97237], [11.86003, 14.88723, 19.57033], [12.16410, 13.62886, 20.04489], [12.98923, 13.33369, 21.21024], [11.64050, 12.55858, 19.35482], [10.75016, 12.72160, 18.29704], [10.13352, 11.50318, 17.64082], [15.17686, 11.62445, 10.98390], [13.93692, 10.86873, 10.75113], [12.86370, 11.57856, 9.94333], [13.83111, 9.51300, 11.08254], [14.84329, 8.92091, 11.90443], [14.65626, 7.48875, 12.36856], [15.87871, 9.72584, 12.30884], [16.11850, 11.02149, 11.87150], [17.45840, 11.61494, 12.19672], [14.76804, 20.68868, 13.77839], [13.14272, 20.49285, 13.30560], [14.22438, 21.40194, 12.22009], [12.55244, 19.17658, 11.35356], [11.74568, 17.27223, 10.09056], [11.94477, 15.90394, 11.02377], [12.79117, 16.00326, 9.34926], [17.39358, 15.79466, 12.26779], [18.05550, 17.46546, 12.21372], [17.76543, 16.63696, 10.63407], [16.52902, 19.36198, 12.77224], [16.35496, 16.38966, 8.74685], [17.16719, 14.24656, 7.66577], [16.62206, 12.14799, 8.81514], [8.12321, 15.11253, 18.03864], [6.48460, 15.53307, 16.12856], [7.02468, 14.65583, 13.88545], [9.70050, 16.95876, 11.78700], [10.75862, 16.28315, 13.03473], [9.01814, 16.60549, 13.45202], [9.59085, 15.54650, 9.97719], [10.24777, 12.64170, 8.33039], [9.04999, 13.84948, 7.96698], [8.52755, 12.24402, 8.39989], [9.11775, 11.35329, 10.54944], [9.46354, 10.96328, 13.85173], [8.34327, 10.61117, 12.60486], [7.87661, 11.66445, 14.03398], [10.67128, 16.68878, 16.95052], [11.95857, 17.13371, 18.10750], [10.21428, 17.08686, 18.63325], [12.22218, 15.77199, 20.16007], [12.72549, 12.30381, 21.49182], [12.85816, 14.06875, 22.03437], [14.08535, 13.36063, 20.94914], [11.72546, 11.48243, 19.67354], [9.97700, 10.81257, 18.43823], [10.78138, 11.09325, 16.82267], [9.17693, 11.81441, 17.19272], [12.28434, 12.22169, 10.58087], [12.16547, 10.78314, 9.53666], [13.24782, 12.14125, 9.06827], [13.07578, 8.90505, 10.69226], [15.55860, 6.90460, 12.63154], [14.05363, 6.95448, 11.63624], [14.08268, 7.54435, 13.31128], [16.68774, 9.40122, 12.99258], [18.16626, 11.10902, 11.52548], [17.73832, 11.30426, 13.19893], [17.54830, 12.68542, 12.00560], [15.70677, 14.15109, 18.39676], [14.84220, 14.12552, 18.84057], [16.26286, 13.40562, 18.73187], [17.92754, 16.18602, 15.37017], [18.61039, 15.49780, 15.59302], [18.23579, 17.00950, 15.80384], [15.29302, 15.78314, 16.08183], [14.48691, 15.89748, 15.55118], [16.02696, 15.81622, 15.45801], [16.80665, 8.33936, 17.83202], [15.77248, 9.92333, 17.87398], [15.79134, 10.78435, 19.60035], [13.94706, 9.63374, 17.58900], [16.93996, 11.68565, 16.70838], [16.19326, 7.57151, 18.30276], [17.76542, 8.44877, 18.26220], [16.87223, 8.00597, 16.74957], [15.55848, 9.98858, 20.36069], [15.04808, 11.54338, 19.77136], [16.77902, 11.18482, 19.87860], [13.24576, 10.22894, 18.19822], [13.57817, 8.59691, 17.76464], [13.80694, 9.86704, 16.51113]], "lowdin_spin": [2.47, 0.00, 0.00, 0.00, 0.00, 0.00, 0.00, 0.00, 0.00, 0.00, 0.00, 0.00, 0.00, 0.00, 0.00, 0.01, 0.04, 0.25, 0.05, 0.08, 0.51, 0.02, 0.02, 0.00, 0.00, 0.00, 0.00, 0.00, 0.00, 0.00, 0.00, 0.00, 0.00, 0.00, 0.00, 0.00, 0.00, 0.01, 0.01, 0.00, 0.01, 0.00, 0.00, 0.01, 0.01, 0.00, 0.00, 0.00, 0.00, 0.00, 0.00, 0.00, 0.00, 0.01, 0.01, 0.00, 0.00, 0.00, 0.00, 0.00, 0.00, 0.00, 0.00, 0.00, 0.00, 0.00, 0.00, 0.00, 0.00, 0.00, 0.00, 0.00, 0.00, 0.00, 0.00, 0.00, 0.00, 0.00, 0.00, 0.00, 0.00, 0.00, 0.00, 0.00, 0.00, 0.00, 0.00, 0.00, 0.00, 0.00, 0.00, 0.00, 0.00, 0.00, 0.00, 0.00, 0.00, 0.00, 0.00, 0.00, 0.00, 0.00, 0.00, 0.00, 0.00, 0.04, 0.00, 0.01, 0.01, 0.00, 0.00, 0.10, 0.00, 0.01, 0.00, 0.03, 0.01, 0.00, 0.23, 0.00, 0.00, 0.00, 0.00, 0.00, 0.00, 0.00, 0.00, 0.00], "de_lowest_kj_mol": 0.0, "homo_energy_ev": [-9.62, -10.42], "gap_ev": [6.624, 6.051], "charge": 1, "fmax_ev_per_a": 3.5, "e_lumo_ev": [-2.994, -4.368], "multiplicity": 5}

***

{"formula": "C24H26B3Br60INO7P", "method": "ωB97M-V with the def2-TZVPD basis set", "species": ["O", "C", "N", "B", "O", "B", "C", "C", "C", "O", "O", "O", "B", "P", "O", "I", "O", "H", "H", "H", "H", "H", "H", "C", "Br", "Br", "Br", "H", "C", "Br", "Br", "Br", "H", "C", "Br", "Br", "Br", "H", "C", "Br", "Br", "Br", "H", "C", "Br", "Br", "Br", "H", "C", "Br", "Br", "Br", "H", "C", "Br", "Br", "Br", "H", "C", "Br", "Br", "Br", "H", "C", "Br", "Br", "Br", "H", "C", "Br", "Br", "Br", "H", "C", "Br", "Br", "Br", "H", "C", "Br", "Br", "Br", "H", "C", "Br", "Br", "Br", "H", "C", "Br", "Br", "Br", "H", "C", "Br", "Br", "Br", "H", "C", "Br", "Br", "Br", "H", "C", "Br", "Br", "Br", "H", "C", "Br", "Br", "Br", "H", "C", "Br", "Br", "Br", "H", "C", "Br", "Br", "Br", "H"], "xyz": [[1.80249, -2.70952, 3.13159], [0.88432, -2.93042, 2.45453], [0.22677, -3.13457, 1.42749], [-0.45135, -1.90785, 0.96235], [-1.87139, -1.75996, 0.99872], [-2.25557, -0.41299, 1.23398], [-3.82854, -0.01025, 1.07130], [-4.36344, 0.40385, 2.52214], [-5.72752, -0.26256, 2.90291], [-6.75004, 0.35327, 2.78354], [-5.73734, -1.60084, 3.34703], [-1.38151, 0.62840, 1.63972], [-0.03973, 0.24220, 1.40942], [1.45255, 0.99095, 2.36953], [1.04294, 1.11326, 4.02034], [1.78481, 3.28044, 1.43243], [0.27059, -0.78222, 0.45082], [-3.91061, 0.82132, 0.31869], [-4.41323, -0.89368, 0.68347], [-3.56727, 0.11837, 3.26788], [-4.50335, 1.51240, 2.53088], [-5.92411, -2.17560, 2.57666], [1.15930, 0.24670, 4.45771], [-4.03572, -2.05717, -2.52782], [-4.85369, -2.67208, -0.88119], [-5.07930, -0.66175, -3.36662], [-2.19458, -1.51688, -2.27171], [-4.02541, -2.90196, -3.20976], [-2.11133, -6.16111, -0.85577], [-2.24977, -4.52963, 0.16312], [-3.12859, -7.60518, -0.06273], [-2.58364, -5.88268, -2.71096], [-1.06929, -6.45928, -0.83370], [1.74583, -4.92354, -3.40315], [1.59465, -3.30806, -2.34672], [0.75231, -6.38636, -2.61753], [1.24552, -4.62741, -5.24698], [2.79235, -5.21051, -3.39847], [4.79819, 0.52719, -0.23843], [6.23119, 0.01537, 0.95327], [3.16634, 0.99509, 0.75548], [5.33872, 1.94200, -1.45085], [4.56640, -0.34165, -0.84908], [-5.67747, 1.91830, -6.67256], [-5.35880, 0.59263, -8.04414], [-6.94253, 1.29135, -5.34954], [-4.02902, 2.52383, -5.86109], [-6.12623, 2.77692, -7.15782], [-1.68116, -11.11060, 1.03156], [-0.07498, -10.58163, 0.09242], [-2.68850, -12.43208, 0.04144], [-1.30064, -11.70027, 2.83334], [-2.30751, -10.22732, 1.11111], [0.51907, 7.39027, 2.77974], [0.74854, 5.45496, 2.60498], [1.41028, 8.34377, 1.35211], [-1.34830, 7.88535, 2.92330], [0.99801, 7.68900, 3.70867], [8.40818, 5.27211, -0.62462], [8.65210, 3.36186, -0.80326], [9.22164, 6.24253, -2.08402], [6.54335, 5.74107, -0.40129], [8.92235, 5.57378, 0.28266], [-4.36026, -11.22830, -3.33128], [-3.90232, -9.81958, -2.08762], [-6.25027, -11.23605, -3.74272], [-3.27795, -11.15134, -4.93350], [-4.13710, -12.17169, -2.84159], [-6.67516, 3.81548, -10.22885], [-6.32958, 2.47057, -11.57455], [-7.95379, 3.20188, -8.91181], [-5.04217, 4.44289, -9.40168], [-7.12283, 4.66457, -10.73492], [9.37676, 3.56093, -5.57901], [9.75551, 2.25113, -6.95138], [8.11412, 2.89098, -4.27568], [10.99657, 4.21360, -4.74602], [8.90778, 4.40808, -6.06892], [9.84529, -1.51877, -4.37173], [10.29005, -0.11543, -3.11708], [7.95426, -1.54239, -4.78149], [10.92569, -1.42372, -5.97317], [10.07764, -2.46177, -3.88797], [-8.78454, -0.43244, 4.89066], [-9.34813, 1.38055, 4.52450], [-7.48252, -0.50291, 6.32087], [-10.29106, -1.59878, 5.23287], [-8.29298, -0.80001, 3.99422], [-5.06397, 0.81117, 9.34954], [-5.63718, -1.02378, 9.58288], [-3.77413, 1.33644, 10.69284], [-4.41171, 1.13562, 7.55706], [-5.93931, 1.43794, 9.48805], [-1.83787, -2.51570, 5.91635], [-1.33540, -1.10988, 7.14417], [-3.71942, -2.45187, 5.48005], [-0.73272, -2.50260, 4.31981], [-1.65552, -3.46003, 6.41955], [8.57851, 10.39470, -3.42184], [8.96763, 9.09490, -4.80437], [7.31283, 9.71482, -2.12520], [10.19161, 11.04800, -2.57676], [8.10853, 11.24298, -3.90858], [-1.10981, 3.25935, 6.47738], [0.56348, 3.78908, 5.67772], [-2.01798, 1.98003, 5.34124], [-0.88662, 2.61377, 8.28743], [-1.73648, 4.14459, 6.53191], [-6.38164, -9.26949, -7.53596], [-5.92524, -7.86007, -6.29384], [-8.26949, -9.27093, -7.95798], [-5.28810, -9.20341, -9.13038], [-6.16543, -10.21134, -7.04043], [11.85630, 6.84903, 1.65518], [10.56086, 5.74745, 2.58042], [12.59618, 5.94420, 0.11495], [11.12513, 8.57764, 1.18697], [12.67478, 7.02484, 2.34566], [1.96712, 7.06982, 7.17548], [2.37692, 8.44612, 8.47046], [0.10445, 7.10180, 6.65809], [3.13901, 7.15583, 5.63762], [2.14627, 6.11384, 7.65847]], "mulliken_charge": [-0.44, 0.54, -0.34, 0.14, 0.11, 0.00, 0.34, 0.47, 0.06, -0.50, -0.30, -0.38, 0.99, -0.20, -0.35, -0.03, -0.05, 0.30, -0.73, -0.35, 0.37, 0.25, 0.24, -0.47, -0.11, 0.06, 0.06, 0.41, -0.19, 0.05, -0.04, 0.01, 0.12, -0.41, 0.08, 0.00, -0.01, 0.36, -0.50, -0.07, 0.16, 0.02, 0.37, 0.01, 0.05, -0.06, 0.00, -0.06, -0.05, 0.02, 0.00, -0.03, 0.03, -0.11, 0.25, -0.08, -0.05, -0.01, 0.17, -0.02, 0.13, -0.03, -0.15, -0.30, 0.21, -0.05, -0.05, 0.23, -0.32, 0.01, 0.00, 0.00, 0.35, -0.34, -0.04, 0.03, -0.04, 0.35, -0.34, 0.02, -0.01, -0.03, 0.35, -0.07, -0.02, 0.06, -0.06, 0.08, -0.33, -0.05, -0.08, 0.06, 0.39, -0.42, 0.00, 0.01, 0.05, 0.42, -0.34, -0.03, 0.00, -0.01, 0.34, -0.29, -0.04, -0.04, -0.04, 0.39, -0.22, 0.03, -0.02, -0.01, 0.21, -0.37, -0.04, 0.00, 0.02, 0.35, -0.28, -0.04, -0.03, -0.02, 0.35], "homo_energy_ev": -7.62, "gap_ev": 6.238, "fmax_ev_per_a": 6.9, "e_lumo_ev": -1.377}